1.
Here is 3 unconnected molecules or ions with the total composition C13H32NO6 from the Open Molecules 2025 dataset. Energies are from ωB97M-V/def2-TZVPD.

Last column: Mulliken charge in e.
Cartesian coordinates (Å):
C: 0.51 0.21 1.54  -0.69
N: 1.04 0.17 0.09  -0.58
H: 0.20 1.35 1.70  0.14
H: -0.49 -0.41 1.56  -0.23
H: 0.16 0.02 -0.48  0.18
H: 1.40 1.11 -0.17  0.22
C: 2.85 -3.82 -0.13  -0.86
O: 2.12 -4.61 0.80  -0.30
C: 1.23 -3.86 1.62  -0.28
C: -0.16 -4.49 1.67  -0.38
O: -0.90 -4.46 0.44  -0.47
C: -0.40 -5.26 -0.64  -0.30
C: -0.42 -6.78 -0.40  -0.49
O: 0.55 -7.15 0.58  -0.26
C: 0.07 -8.10 1.52  -0.82
H: 3.76 -3.45 0.34  0.29
H: 3.12 -4.45 -0.97  0.24
H: 2.25 -2.98 -0.51  0.42
H: 1.15 -2.82 1.29  0.20
H: 1.65 -3.85 2.63  0.35
H: -0.76 -3.91 2.38  0.49
H: -0.14 -5.50 2.08  0.09
H: 0.58 -4.91 -0.95  0.07
H: -1.07 -5.05 -1.48  0.42
H: -0.16 -7.29 -1.33  0.37
H: -1.44 -7.08 -0.11  0.33
H: -1.00 -7.96 1.74  0.38
H: 0.62 -7.95 2.46  0.23
H: 0.26 -9.11 1.16  0.29
C: 0.73 6.50 1.36  -0.83
O: 0.40 6.38 -0.01  -0.29
C: 1.24 5.47 -0.72  -0.53
C: 0.42 4.50 -1.57  -0.27
O: -0.38 3.56 -0.85  -0.44
C: -1.49 4.09 -0.10  -0.38
C: -2.60 4.74 -0.93  -0.56
O: -2.16 5.96 -1.51  -0.26
C: -2.54 6.13 -2.87  -0.82
H: 1.51 7.27 1.49  0.29
H: -0.17 6.82 1.90  0.24
H: 1.07 5.55 1.80  0.39
H: 1.89 4.90 -0.05  0.35
H: 1.88 6.07 -1.38  0.38
H: 1.13 3.89 -2.15  0.45
H: -0.18 5.02 -2.32  0.02
H: -1.13 4.75 0.69  0.03
H: -1.92 3.23 0.42  0.54
H: -3.45 4.98 -0.28  0.38
H: -2.93 4.02 -1.69  0.35
H: -2.57 5.18 -3.41  0.38
H: -1.79 6.76 -3.35  0.23
H: -3.51 6.63 -2.92  0.29

Output
* LUMO level: 0.102 hartree
* charge: -1
* electronic energy: -27768.167 eV
* spin multiplicity: 1
* orbital gap: 3.35 eV
* HOMO energy: -0.575 eV


2.
Here is 3 unconnected molecules or ions with the total composition C13H33N2O5PS from the Open Molecules 2025 dataset. Energies are from ωB97M-V/def2-TZVPD.

Last column: Mulliken charge in e.
Cartesian coordinates (Å):
N: -0.10 -0.42 -1.23  -0.57
P: 1.31 -0.90 -1.95  0.54
O: 1.07 -2.57 -2.39  -0.29
S: 2.48 -3.50 -2.24  0.62
O: 3.73 -2.68 -1.84  -0.49
O: 2.19 -4.58 -0.92  -0.32
C: 1.91 -3.83 0.32  -0.14
O: 3.16 -3.45 1.05  -0.18
N: 3.16 -2.10 1.28  0.35
O: 4.30 -1.70 1.01  -0.36
H: 0.11 -0.10 -0.24  0.14
H: 2.34 -0.66 -0.98  0.12
H: 1.47 -0.03 -3.11  0.06
H: 1.19 -2.92 0.20  0.25
H: 1.36 -4.60 1.05  0.27
C: 0.36 -2.90 6.76  -1.19
C: 0.94 -1.55 6.38  -0.34
C: -0.09 -0.59 5.79  -0.73
C: -0.74 -1.05 4.48  -0.94
C: 0.23 -1.34 3.33  -0.02
C: 1.02 -0.12 2.89  -1.00
H: -0.04 -3.43 5.89  0.28
H: 1.13 -3.53 7.21  0.37
H: -0.45 -2.79 7.49  0.29
H: 1.77 -1.69 5.68  0.24
H: 1.37 -1.09 7.28  0.36
H: 0.38 0.39 5.64  0.29
H: -0.89 -0.43 6.53  0.41
H: -1.46 -0.29 4.16  0.39
H: -1.34 -1.95 4.67  0.34
H: -0.35 -1.71 2.47  0.31
H: 0.92 -2.15 3.61  0.18
H: 0.34 0.68 2.57  0.29
H: 1.66 -0.37 2.05  0.15
H: 1.65 0.26 3.70  0.34
C: -2.14 0.57 -4.24  -1.20
C: -1.06 1.58 -4.62  -0.37
C: -0.96 2.75 -3.64  -0.55
C: -2.22 3.62 -3.53  -0.77
C: -2.70 4.25 -4.84  -0.36
C: -1.68 5.20 -5.46  -1.18
H: -3.13 1.01 -4.25  0.34
H: -2.14 -0.26 -4.95  0.37
H: -1.95 0.16 -3.24  0.23
H: -1.24 1.94 -5.63  0.33
H: -0.09 1.06 -4.64  0.25
H: -0.11 3.37 -3.92  0.33
H: -0.73 2.36 -2.64  0.31
H: -2.02 4.42 -2.81  0.38
H: -3.04 3.03 -3.11  0.32
H: -3.62 4.80 -4.65  0.36
H: -2.95 3.47 -5.57  0.23
H: -1.45 6.02 -4.76  0.29
H: -2.09 5.65 -6.37  0.38
H: -0.75 4.69 -5.72  0.28

Output
* LUMO level: -0.029 hartree
* electronic energy: -47351.805 eV
* spin multiplicity: 1
* orbital gap: 8.56 eV
* HOMO energy: -9.347 eV


3.
Here is a molecular structure, C13H34B3N2O5P from the Open Molecules 2025 dataset. Energies are from ωB97M-V/def2-TZVPD.

Last column: Mulliken charge in e.
Cartesian coordinates (Å):
C: 4.77 1.20 1.57  -1.19
C: 4.84 2.76 1.65  -0.29
C: 3.92 3.46 0.59  -0.38
C: 3.55 4.92 1.02  -0.52
N: 2.76 4.91 2.27  -0.27
B: 1.34 5.19 2.06  0.65
O: 0.82 6.15 1.14  -0.55
B: 0.05 5.37 0.25  0.57
O: 0.13 3.94 0.38  -0.49
B: -0.30 3.70 1.74  0.31
P: -1.76 2.50 2.07  -0.17
C: -1.24 1.12 3.23  -0.78
C: -2.13 1.79 0.35  -0.57
C: -0.98 0.86 -0.16  -0.55
O: 0.35 4.42 2.78  -0.36
H: 5.50 0.81 2.32  0.35
H: 3.76 0.80 1.80  0.29
H: 5.07 0.79 0.59  0.31
H: 5.87 3.11 1.48  0.27
H: 4.46 3.05 2.65  0.25
H: 3.03 2.85 0.33  0.07
H: 4.52 3.55 -0.35  0.37
H: 3.02 5.38 0.16  0.21
H: 4.47 5.53 1.18  0.43
H: 3.18 5.47 3.00  0.24
H: -0.69 5.82 -0.56  -0.13
H: -2.02 0.84 3.96  0.32
H: -0.35 1.48 3.80  0.26
H: -0.91 0.19 2.72  0.17
H: -3.14 1.34 0.31  0.48
H: -2.13 2.69 -0.31  0.23
H: -0.86 0.01 0.54  -0.05
H: -1.24 0.53 -1.19  0.34
H: 0.00 1.38 -0.17  0.17
C: -3.16 -4.10 -4.30  -0.68
O: -3.27 -5.08 -3.28  -0.32
C: -2.09 -5.85 -3.08  -0.81
C: -1.33 -5.43 -1.83  -0.13
N: -0.70 -4.12 -1.99  -0.33
C: -0.28 -3.48 -0.74  -0.78
C: -1.29 -3.30 0.40  -0.55
O: -2.30 -2.33 0.17  -0.38
C: -3.33 -2.73 -0.71  -0.47
H: -4.17 -3.79 -4.57  0.23
H: -2.63 -3.21 -3.94  0.26
H: -2.66 -4.49 -5.19  0.32
H: -1.45 -5.86 -3.97  0.39
H: -2.44 -6.88 -2.92  0.39
H: -0.56 -6.18 -1.61  0.37
H: -2.06 -5.43 -1.01  0.13
H: -1.32 -3.50 -2.47  0.14
H: 0.08 -2.48 -1.01  0.39
H: 0.59 -4.03 -0.35  0.40
H: -0.72 -2.92 1.26  0.32
H: -1.73 -4.24 0.73  0.43
H: -3.61 -3.78 -0.56  0.31
H: -3.03 -2.56 -1.74  0.03
H: -4.20 -2.11 -0.51  0.34

Output
* LUMO level: 0.025 hartree
* electronic energy: -38573.104 eV
* spin multiplicity: 1
* energy relative to the best compared isomer or geometry (same formula, charge and spin): 1.192 eV
* orbital gap: 8.71 eV
* HOMO energy: -8.038 eV


4.
Here is a molecular structure, C13H34BFInNO3P from the Open Molecules 2025 dataset. Energies are from ωB97M-V/def2-TZVPD.

Last column: Mulliken charge in e.
Cartesian coordinates (Å):
C: 1.38 3.26 -0.57  -0.56
C: 2.11 1.77 -0.49  -0.45
C: 1.41 0.80 -1.61  -0.37
C: -0.10 0.26 -1.18  0.45
O: -1.05 0.22 -2.30  -0.77
In: -2.74 1.41 -1.95  0.74
C: -2.07 3.55 -1.66  -0.61
C: -3.22 4.67 -1.99  -0.13
F: -3.89 5.07 -0.71  -0.34
P: -4.33 1.04 -3.90  0.32
O: -3.65 1.31 -5.34  -0.71
B: -3.91 0.83 -0.06  0.13
C: -5.23 1.82 0.28  -0.71
O: -3.55 -0.32 0.80  -0.48
H: 1.93 4.08 0.06  0.35
H: 0.31 3.10 -0.07  -0.02
H: 1.23 3.59 -1.69  0.19
H: 1.98 1.40 0.62  0.16
H: 3.28 1.92 -0.68  0.29
H: 2.13 -0.12 -1.77  0.22
H: 1.35 1.40 -2.64  0.21
H: 0.05 -0.88 -0.84  -0.41
H: -0.52 0.93 -0.29  0.07
H: -1.80 3.68 -0.51  0.14
H: -1.08 3.71 -2.27  0.14
H: -4.02 4.30 -2.78  0.12
H: -2.64 5.61 -2.45  0.24
H: -5.58 1.80 -3.76  0.01
H: -4.75 -0.37 -3.83  -0.02
H: -5.30 2.09 1.41  0.19
H: -5.20 2.79 -0.40  0.11
H: -6.17 1.20 -0.11  0.23
H: -4.25 -1.04 0.64  0.25
C: 4.31 -2.11 0.24  -1.15
C: 3.84 -2.31 1.68  -0.43
N: 2.40 -2.18 1.86  0.36
C: 1.99 -2.09 3.26  -0.70
C: 2.24 -3.32 4.14  -0.99
C: 1.56 -3.03 1.02  -0.58
C: 1.76 -4.54 1.12  -1.22
H: 3.98 -1.14 -0.15  0.10
H: 5.41 -2.13 0.20  0.44
H: 3.95 -2.90 -0.42  0.29
H: 4.34 -1.54 2.29  0.43
H: 4.21 -3.28 2.04  0.23
H: 0.93 -1.83 3.32  0.35
H: 2.51 -1.24 3.72  0.41
H: 1.52 -4.11 3.94  0.22
H: 2.11 -3.04 5.20  0.40
H: 3.25 -3.72 4.03  0.26
H: 1.71 -2.74 -0.03  0.25
H: 0.50 -2.81 1.20  0.39
H: 2.81 -4.82 1.13  0.23
H: 1.30 -5.03 0.25  0.43
H: 1.28 -4.95 2.01  0.28

Output
* LUMO level: 0.096 hartree
* charge: -1
* electronic energy: -39518.606 eV
* spin multiplicity: 1
* orbital gap: 6.90 eV
* HOMO energy: -4.299 eV


5.
Here is 9 unconnected molecules or ions with the total composition C13H34F6NO14S2 from the Open Molecules 2025 dataset. Energies are from ωB97M-V/def2-TZVPD.

Last column: Mulliken charge in e.
Cartesian coordinates (Å):
N: -0.20 0.09 1.39  -0.52
H: -0.84 -0.40 1.99  0.25
H: 0.71 -0.31 1.56  0.35
H: -0.30 1.07 1.64  0.36
H: -0.55 -0.05 0.45  0.40
C: 5.27 -0.99 4.81  0.58
F: 5.02 0.26 4.55  -0.21
F: 6.26 -1.45 3.97  -0.25
F: 5.54 -1.13 6.06  -0.21
S: 3.63 -2.08 4.46  1.03
O: 2.55 -1.66 5.37  -0.65
O: 3.16 -1.75 3.09  -0.63
O: 4.05 -3.47 4.66  -0.67
C: 1.41 4.51 5.51  0.58
F: 2.50 4.89 4.93  -0.23
F: 1.55 3.28 5.97  -0.20
F: 1.21 5.36 6.57  -0.26
S: -0.10 4.63 4.31  1.03
O: -1.23 3.95 4.97  -0.63
O: -0.27 6.07 4.03  -0.66
O: 0.25 3.74 3.16  -0.64
C: -3.59 -0.81 3.87  0.60
O: -3.85 -0.57 5.00  -0.69
O: -3.89 0.18 3.13  -0.73
O: -2.92 -1.82 3.59  -0.77
C: -5.34 -1.07 -1.59  -1.33
C: -5.58 0.39 -1.97  -0.15
O: -5.64 1.22 -0.82  -0.48
H: -5.05 -1.67 -2.46  0.40
H: -6.18 -1.50 -1.04  0.34
H: -4.42 -1.14 -1.01  0.40
H: -6.49 0.57 -2.54  0.26
H: -4.71 0.66 -2.58  0.18
H: -5.21 0.72 -0.12  0.31
C: 1.38 -1.91 -4.79  -1.10
C: 0.56 -2.39 -3.58  -0.33
O: -0.38 -1.40 -3.28  -0.43
H: 0.97 -1.98 -5.80  0.36
H: 2.30 -2.48 -4.93  0.37
H: 1.79 -0.91 -4.65  0.27
H: 1.26 -2.41 -2.75  0.23
H: 0.14 -3.38 -3.78  0.24
H: -1.15 -1.51 -3.83  0.28
C: -2.48 -6.88 -1.05  -1.08
C: -2.93 -6.08 0.12  -0.12
O: -1.87 -5.31 0.59  -0.51
H: -3.27 -7.42 -1.57  0.36
H: -1.82 -7.69 -0.76  0.28
H: -2.02 -6.34 -1.88  0.25
H: -3.32 -6.74 0.89  0.23
H: -3.76 -5.40 -0.07  0.27
H: -2.22 -4.69 1.24  0.31
C: 0.08 4.52 -3.25  -0.95
C: -1.27 4.90 -3.84  -0.30
O: -1.12 5.84 -4.87  -0.51
H: 0.70 5.41 -3.17  0.29
H: 0.70 3.85 -3.85  0.24
H: -0.08 3.99 -2.31  0.36
H: -1.93 5.29 -3.07  0.26
H: -1.81 4.02 -4.20  0.27
H: -1.04 6.73 -4.51  0.30
C: 5.46 1.71 -2.14  -1.07
C: 4.94 1.15 -0.79  -0.16
O: 4.90 -0.24 -0.81  -0.52
H: 4.67 1.50 -2.87  0.23
H: 6.32 1.18 -2.53  0.32
H: 5.56 2.80 -2.09  0.33
H: 3.96 1.61 -0.63  0.29
H: 5.66 1.44 -0.03  0.25
H: 4.36 -0.47 -0.06  0.31

Output
* LUMO level: 0.179 hartree
* charge: -3
* electronic energy: -82156.364 eV
* spin multiplicity: 1
* orbital gap: 1.81 eV
* HOMO energy: 3.056 eV


6.
Here is 3 unconnected molecules or ions with the total composition C13H34FNO10P3S from the Open Molecules 2025 dataset. Energies are from ωB97M-V/def2-TZVPD.

Last column: Mulliken charge in e.
Cartesian coordinates (Å):
C: -5.79 0.61 2.54  -1.37
C: -5.31 -0.06 1.26  0.82
N: -5.82 0.22 0.14  -0.64
C: -4.23 -1.11 1.34  -1.01
C: -2.88 -0.68 0.74  0.39
C: -2.11 0.21 1.72  -0.69
O: -1.15 0.85 0.96  -0.34
P: -2.03 1.51 -0.42  -0.11
S: -0.78 0.37 -2.00  -0.36
C: -3.12 2.32 -1.75  0.21
C: -2.55 3.65 -2.19  -1.31
F: -4.37 2.62 -1.17  -0.33
O: -3.02 0.09 -0.42  -0.39
H: -6.00 -0.18 3.26  0.31
H: -6.69 1.16 2.33  0.44
H: -5.05 1.29 2.95  0.27
H: -6.52 0.95 0.23  0.22
H: -4.61 -1.95 0.76  0.43
H: -4.10 -1.40 2.39  0.31
H: -2.28 -1.54 0.43  0.28
H: -1.72 -0.41 2.53  0.49
H: -2.83 0.89 2.20  0.12
H: -2.81 2.23 0.54  -0.10
H: -0.99 2.48 -0.54  -0.15
H: -0.43 -0.72 -1.31  0.03
H: -3.24 1.62 -2.58  0.35
H: -3.14 4.04 -3.02  0.38
H: -1.51 3.52 -2.49  0.36
H: -2.61 4.36 -1.36  0.32
C: 5.22 -2.55 -3.26  -0.67
O: 4.35 -1.44 -3.44  -0.37
P: 2.80 -1.83 -3.74  1.13
O: 2.46 -2.92 -2.81  -0.68
O: 3.10 -2.40 -5.25  -0.40
C: 3.90 -1.63 -6.15  -0.74
O: 1.45 -1.08 -4.12  -0.18
C: 0.36 -1.87 -4.60  -0.72
H: 6.23 -2.19 -3.47  0.25
H: 5.17 -2.90 -2.23  0.25
H: 4.98 -3.37 -3.94  0.35
H: 4.87 -2.12 -6.28  0.24
H: 4.07 -0.62 -5.78  0.35
H: 3.40 -1.58 -7.11  0.28
H: -0.10 -2.41 -3.77  0.30
H: 0.68 -2.57 -5.37  0.32
H: -0.37 -1.19 -5.02  0.27
C: 1.79 0.78 1.72  -0.29
O: 2.37 -0.27 2.54  -0.30
P: 2.10 -0.18 4.11  1.17
O: 0.68 0.15 4.31  -0.64
O: 3.08 1.12 4.35  -0.38
C: 4.38 1.14 3.77  -0.74
O: 2.58 -0.95 5.46  -0.44
C: 2.30 -0.28 6.68  -0.61
H: 2.37 0.82 0.80  0.31
H: 0.76 0.55 1.47  0.05
H: 1.84 1.75 2.21  0.31
H: 4.40 1.86 2.96  0.24
H: 4.67 0.16 3.37  0.36
H: 5.10 1.43 4.53  0.28
H: 1.24 -0.34 6.91  0.25
H: 2.61 0.77 6.65  0.31
H: 2.87 -0.79 7.46  0.23

Output
* LUMO level: 0.089 hartree
* charge: -1
* electronic energy: -77418.102 eV
* spin multiplicity: 1
* energy relative to the best compared isomer or geometry (same formula, charge and spin): 0.000 eV
* orbital gap: 6.59 eV
* HOMO energy: -4.155 eV